Molecular formula: C90H211N13O22
Method: DFT, wB97M-V/def2-TZVPD

The geometry in XYZ format:
```
336
Properties=species:S:1:pos:R:3:lowdin_charge:R:1
C 1.1029 -5.0122 2.7683 0.00
C -0.0183 -3.9478 3.2573 -0.47
C -1.3732 -4.4637 2.5766 -0.13
C -1.9267 -5.7025 3.2062 -0.16
C -2.1776 -5.3392 4.7191 -0.11
C -0.8918 -4.8069 5.4562 -0.44
N -0.2409 -3.7038 4.6455 -0.08
O 0.9944 -3.1914 5.2631 -0.02
C -1.5155 -4.0453 6.7195 -0.03
C -0.0122 -5.9936 5.8384 -0.02
C 0.3472 -2.5974 2.6221 -0.04
H 1.2574 -4.8614 1.6755 0.07
H 0.9903 -6.0374 3.0056 0.01
H 2.0889 -4.7774 3.2632 0.09
H -2.0267 -3.6064 2.7087 0.11
H -1.2109 -4.5560 1.5195 0.09
H -1.2474 -6.5737 3.1504 0.09
H -2.7997 -6.0336 2.6870 0.08
H -2.5390 -6.2047 5.2814 0.12
H -2.9092 -4.5392 4.6641 0.11
H -2.1404 -4.6975 7.3124 0.07
H -0.7656 -3.6868 7.4253 0.07
H -2.1170 -3.2158 6.3979 0.07
H 0.1839 -6.5867 4.9001 0.08
H 0.9439 -5.7600 6.3146 0.09
H -0.5441 -6.5049 6.5524 0.05
H 1.3032 -2.1818 2.9159 0.06
H -0.4948 -1.9288 2.9099 0.09
H 0.4546 -2.6622 1.5167 0.09
H 0.8224 -2.2526 5.3785 0.09
C 7.3522 -3.2262 3.2870 -0.01
C 7.2531 -1.8582 2.5533 -0.47
C 7.8125 -1.9762 1.0779 -0.15
C 6.9856 -2.5856 0.0058 -0.17
C 5.5860 -1.8550 0.0416 -0.12
C 4.9606 -1.8316 1.4102 -0.50
N 5.9245 -1.2633 2.4175 -0.07
O 5.3082 -1.3668 3.6765 -0.07
C 3.8457 -0.8307 1.2769 -0.03
C 4.3562 -3.2142 1.7863 -0.01
C 8.0672 -0.7941 3.3213 -0.03
H 8.3830 -3.4711 3.2637 0.07
H 6.6362 -4.0111 2.9285 0.08
H 6.9516 -3.0649 4.2635 0.07
H 8.0386 -0.9730 0.6769 0.10
H 8.8292 -2.4375 1.0760 0.13
H 6.9862 -3.6672 0.0733 0.10
H 7.3873 -2.3597 -0.9685 0.10
H 4.9545 -2.2555 -0.7386 0.11
H 5.8881 -0.8535 -0.2558 0.09
H 3.2926 -0.8210 2.2224 0.07
H 4.2484 0.1243 0.9551 0.07
H 3.2123 -1.2481 0.4342 0.10
H 5.0861 -4.0321 1.6924 0.07
H 4.0523 -3.1918 2.8145 0.07
H 3.5037 -3.3920 1.1537 0.07
H 8.2492 0.0149 2.7008 0.04
H 9.0463 -1.1489 3.6409 0.08
H 7.4961 -0.4582 4.2956 0.11
H 4.5728 -0.7179 3.7178 0.07
C -1.6336 5.8711 -2.6012 -0.02
C -2.8993 5.1445 -2.2073 -0.54
C -4.1222 6.0155 -2.4513 -0.14
C -5.4141 5.2405 -2.1651 -0.16
C -5.4536 4.1284 -3.2473 -0.13
C -4.3166 3.1148 -3.0354 -0.47
N -3.0150 3.9170 -2.9792 -0.07
O -1.9066 3.1138 -2.6756 -0.06
C -4.5475 2.1913 -1.7749 -0.02
C -4.1443 2.2309 -4.2208 -0.03
C -2.8665 4.8354 -0.7207 -0.02
H -1.5441 6.7841 -1.9732 0.09
H -1.7796 6.1203 -3.6418 0.09
H -0.7051 5.3116 -2.5340 0.06
H -3.9968 6.9947 -1.9349 0.13
H -4.2161 6.2964 -3.5321 0.13
H -6.3382 5.7945 -2.2436 0.10
H -5.4201 4.7466 -1.1534 0.11
H -5.1952 4.4562 -4.2723 0.12
H -6.4319 3.6305 -3.3346 0.12
H -5.1870 1.3046 -2.0023 0.09
H -3.6809 1.7554 -1.3894 0.02
H -4.8736 2.6598 -0.8484 0.06
H -3.9914 2.7828 -5.1004 0.08
H -3.3931 1.5083 -4.0178 0.06
H -5.0959 1.6824 -4.2760 0.10
H -2.0223 4.2244 -0.4787 0.05
H -3.6557 4.2007 -0.3430 0.06
H -2.8344 5.6604 -0.0345 0.09
H -1.9080 2.8306 -1.7297 0.05
C 5.3166 8.1867 1.2855 -0.03
C 5.4143 6.8199 1.9679 -0.46
C 5.7869 5.6841 0.9772 -0.14
C 7.2479 5.5472 0.6881 -0.20
C 8.0038 5.3830 1.9696 -0.13
C 7.8177 6.6264 2.9276 -0.54
N 6.3517 6.7605 3.1755 -0.02
O 6.1316 8.0030 3.9522 -0.05
C 8.3886 6.1730 4.2036 -0.06
C 8.5865 7.7676 2.3370 -0.02
C 4.0480 6.3718 2.5673 -0.03
H 6.2049 8.4003 0.6822 0.08
H 5.1049 9.0300 1.9305 0.07
H 4.4546 8.1078 0.5721 0.10
H 5.4771 4.7075 1.3563 0.11
H 5.1400 5.6994 0.0970 0.12
H 7.7039 6.4112 0.2162 0.10
H 7.4765 4.6894 0.0535 0.10
H 9.0935 5.4311 1.7304 0.14
H 7.7133 4.4636 2.4853 0.12
H 9.4091 5.9289 4.0909 0.07
H 8.4443 6.9905 4.9347 0.10
H 7.7917 5.3804 4.6479 0.09
H 9.5997 7.8303 2.7173 0.10
H 8.6597 7.6761 1.2719 0.07
H 8.0779 8.7066 2.5157 0.07
H 3.1851 6.3200 1.8683 0.08
H 3.7704 6.9597 3.4498 0.07
H 4.1209 5.3052 2.8510 0.07
H 6.6973 8.6665 3.5364 0.06
C 0.6705 2.7830 6.8094 -0.09
O 1.3537 1.9105 5.9281 -0.19
C 1.2757 2.4327 4.6146 -0.20
C 2.0347 1.4018 3.7680 -0.16
N 3.4045 1.1421 4.2361 -0.06
C 4.3967 2.0788 3.8026 -0.20
C 5.6920 1.7597 4.5495 -0.27
O 5.6477 2.1091 5.8752 -0.19
C 6.9282 2.4203 6.4505 -0.08
H -0.1785 2.2716 7.2271 0.08
H 0.2943 3.6481 6.2881 0.06
H 1.2903 3.0529 7.6846 0.10
H 1.6915 3.4140 4.6893 0.11
H 0.2388 2.5469 4.3056 0.12
H 2.0775 1.7435 2.7411 0.10
H 1.5751 0.4380 3.7722 0.10
H 3.3233 1.0459 5.2338 0.11
H 4.1687 3.1199 4.0814 0.11
H 4.6616 1.9943 2.7072 0.13
H 6.4913 2.3308 4.0190 0.12
H 5.8416 0.6372 4.5114 0.10
H 6.7461 3.3105 7.1226 0.10
H 7.6380 2.6760 5.6561 0.07
H 7.2786 1.5308 7.0274 0.09
C 5.2085 1.8691 -6.4932 -0.14
O 4.8770 1.0837 -5.3967 -0.21
C 4.2167 -0.1195 -5.8094 -0.18
C 3.9528 -0.9316 -4.5504 -0.20
N 2.8537 -0.3627 -3.8167 -0.05
C 2.4985 -1.0851 -2.5586 -0.17
C 1.7230 -2.3863 -2.7550 -0.23
O 1.6005 -2.9867 -1.4953 -0.17
C 0.5934 -4.0025 -1.5478 -0.09
H 4.3971 2.1759 -7.2128 0.09
H 5.8343 1.2676 -7.0946 0.06
H 5.6517 2.8588 -6.2055 0.11
H 4.8661 -0.6493 -6.4907 0.12
H 3.3503 0.1854 -6.3819 0.11
H 4.8560 -0.8701 -3.9565 0.11
H 3.7351 -1.9676 -4.7793 0.11
H 3.0609 0.6076 -3.5928 0.06
H 2.0375 -0.3215 -1.9366 0.11
H 3.4869 -1.3448 -2.1487 0.09
H 2.3633 -2.9804 -3.4405 0.12
H 0.8155 -2.2731 -3.3389 0.08
H 0.8348 -4.8285 -2.1633 0.07
H -0.3615 -3.6246 -1.8552 0.07
H 0.5123 -4.3914 -0.4551 0.10
C -6.1831 1.6553 2.4608 -0.07
O -6.6278 0.2959 2.0892 -0.20
C -6.6550 0.2268 0.6569 -0.24
C -7.1425 -1.1676 0.2237 -0.18
N -7.2630 -1.2172 -1.2670 -0.05
C -8.5615 -0.5897 -1.7419 -0.19
C -9.6120 -1.6551 -1.8256 -0.27
O -10.8199 -0.9426 -1.8874 -0.20
C -11.9988 -1.7167 -2.2217 -0.07
H -5.4332 2.0701 1.7263 0.08
H -5.8789 1.5880 3.5038 0.08
H -7.0559 2.3263 2.3504 0.08
H -5.6214 0.3934 0.3076 0.08
H -7.2881 1.0702 0.2314 0.13
H -8.0781 -1.4211 0.5971 0.09
H -6.4793 -1.8819 0.6681 0.10
H -6.4629 -0.6957 -1.6354 0.07
H -8.3796 -0.1014 -2.7542 0.14
H -8.8760 0.2214 -1.0816 0.10
H -9.6035 -2.4658 -1.0080 0.15
H -9.4427 -2.2304 -2.7150 0.11
H -12.1261 -1.9057 -3.2958 0.09
H -12.8186 -1.2127 -1.8690 0.05
H -11.9197 -2.6766 -1.6518 0.10
C -5.0897 -4.4685 -3.8982 -0.09
O -5.5181 -5.7957 -3.6725 -0.21
C -6.5578 -6.2452 -4.5548 -0.21
C -7.3381 -7.4051 -3.9969 -0.20
N -6.4177 -8.5441 -3.9972 -0.05
C -6.9689 -9.6872 -3.3311 -0.22
C -7.0326 -9.7040 -1.8012 -0.19
O -8.0344 -8.8769 -1.1812 -0.20
C -9.1774 -9.6079 -0.7974 -0.13
H -4.7433 -4.2031 -4.8468 0.04
H -4.2476 -4.3488 -3.2311 0.07
H -5.9098 -3.7856 -3.5873 0.10
H -6.1783 -6.5187 -5.5569 0.12
H -7.2868 -5.3846 -4.5690 0.13
H -8.1695 -7.6354 -4.6543 0.12
H -7.7375 -7.2125 -3.0362 0.10
H -5.5373 -8.3022 -3.6314 0.07
H -6.4299 -10.6073 -3.6314 0.12
H -7.9923 -9.7979 -3.7488 0.12
H -6.0751 -9.3027 -1.4321 0.12
H -7.1875 -10.7255 -1.5053 0.10
H -9.8690 -9.0003 -0.2198 0.08
H -8.9069 -10.4455 -0.1442 0.08
H -9.7184 -10.0109 -1.6854 0.10
C -7.0999 -3.4298 -7.9915 -0.07
O -5.6937 -3.2474 -8.2644 -0.20
C -4.9742 -4.4198 -8.1200 -0.29
C -3.5267 -4.0194 -8.0718 -0.21
N -3.1623 -3.1599 -6.9344 -0.04
C -1.7340 -3.1500 -6.6592 -0.25
C -1.3959 -2.5187 -5.3982 -0.22
O -1.6987 -1.0830 -5.4945 -0.17
C -1.0279 -0.3792 -4.4159 -0.10
H -7.4858 -2.4553 -8.2848 0.09
H -7.2756 -3.5424 -6.8968 0.09
H -7.4581 -4.2273 -8.5977 0.07
H -5.2092 -5.1550 -8.9119 0.13
H -5.2418 -4.8342 -7.1329 0.10
H -3.4675 -3.5367 -9.1079 0.14
H -2.8675 -4.9172 -7.9507 0.13
H -3.5686 -2.2417 -6.9772 0.11
H -1.1781 -2.6519 -7.4684 0.13
H -1.3723 -4.1887 -6.5920 0.13
H -0.3183 -2.6749 -5.2196 0.12
H -2.0366 -2.9698 -4.6616 0.11
H 0.0487 -0.3268 -4.6623 0.07
H -1.0999 -0.7730 -3.3854 0.08
H -1.4184 0.6186 -4.3037 0.06
C -3.1627 -1.9961 -0.9126 -0.06
O -2.1143 -1.0700 -0.6413 -0.20
C -2.4342 -0.1169 0.3317 -0.22
C -1.2302 0.7773 0.6978 -0.15
N -0.6644 1.4029 -0.5130 -0.05
C 0.6692 1.9535 -0.2440 -0.15
C 0.6625 3.5243 0.0058 -0.19
O 0.1275 3.7287 1.2832 -0.22
C 0.1330 5.0036 1.8275 -0.09
H -3.0670 -2.2827 -2.0007 0.10
H -4.0401 -1.4090 -0.8292 0.05
H -3.1392 -2.8716 -0.2516 0.09
H -2.8019 -0.6222 1.2309 0.13
H -3.2575 0.5485 0.0130 0.09
H -0.4145 0.1968 1.1312 0.10
H -1.5062 1.5898 1.3462 0.11
H -0.6392 0.7840 -1.3045 0.09
H 1.2197 1.8238 -1.1700 0.09
H 1.1185 1.3284 0.6069 0.12
H 0.0248 4.0438 -0.7155 0.09
H 1.6926 3.9555 0.0552 0.12
H -0.3588 5.6300 1.1292 0.07
H 1.1471 5.3553 1.9709 0.07
H -0.1589 4.8527 2.8219 0.07
C -4.9161 -5.0106 1.1578 -0.15
O -3.8489 -5.4570 0.3992 -0.20
C -4.3149 -6.5275 -0.4185 -0.21
C -3.2218 -7.0575 -1.3608 -0.20
N -2.1946 -7.8377 -0.6794 -0.05
C -0.8211 -7.3003 -0.7807 -0.20
C 0.1990 -8.1281 -0.0100 -0.23
O -0.0917 -7.9581 1.3577 -0.22
C 0.8682 -8.6290 2.1498 -0.11
H -5.4009 -5.8107 1.7710 0.10
H -5.7567 -4.5938 0.5608 0.10
H -4.5541 -4.2615 1.8124 0.07
H -5.1496 -6.2285 -1.0180 0.10
H -4.5713 -7.3474 0.2363 0.12
H -2.7274 -6.2477 -2.0173 0.14
H -3.8106 -7.6368 -2.1111 0.10
H -2.4551 -7.8512 0.3013 0.10
H -0.8770 -6.2423 -0.5275 0.09
H -0.4740 -7.3765 -1.8182 0.12
H 1.2665 -7.9051 -0.2266 0.13
H -0.0019 -9.1994 -0.3018 0.14
H 0.6600 -8.4889 3.2050 0.08
H 1.8428 -8.2072 1.9571 0.08
H 0.8070 -9.6918 1.9140 0.09
C 4.1540 6.4327 6.1618 -0.08
O 2.7502 6.2959 5.8614 -0.21
C 2.0110 7.2650 6.5638 -0.24
C 0.5833 7.1379 5.9982 -0.21
N 0.4227 7.8542 4.7206 -0.04
C -0.9575 7.8104 4.2593 -0.21
C -1.1397 8.6139 2.9524 -0.23
O -0.1987 8.2178 1.9848 -0.19
C -0.4920 8.8059 0.7821 -0.16
H 4.3287 6.3122 7.2260 0.09
H 4.5082 7.3388 5.7456 0.05
H 4.6493 5.6537 5.5859 0.08
H 2.3910 8.3219 6.3635 0.14
H 2.0829 7.1608 7.6435 0.11
H -0.1210 7.5459 6.7361 0.11
H 0.3615 6.0646 6.0662 0.10
H 1.0729 7.4802 4.0300 0.10
H -1.5667 8.3390 5.0295 0.13
H -1.3468 6.7917 4.0876 0.11
H -1.0616 9.6811 3.2032 0.12
H -2.1869 8.5566 2.4782 0.14
H -1.5405 8.9480 0.5174 0.08
H -0.1347 8.2533 -0.1062 0.08
H 0.0245 9.7694 0.6828 0.09
C 1.3068 2.6062 -6.5323 -0.13
O 2.2135 3.2933 -5.7120 -0.19
C 1.5931 3.5487 -4.4334 -0.20
C 2.5477 3.7575 -3.3078 -0.23
N 3.3249 2.6339 -2.9603 -0.08
C 4.1245 2.7807 -1.8132 -0.19
C 5.0458 1.4837 -1.6953 -0.12
O 5.7510 1.6129 -0.4244 -0.20
C 7.0772 1.6190 -0.5677 -0.19
H 1.1455 1.5798 -6.0690 0.09
H 1.6740 2.5335 -7.5447 0.08
H 0.3376 3.1191 -6.6018 0.09
H 0.8843 2.7075 -4.2319 0.12
H 0.9759 4.4466 -4.4755 0.12
H 1.8864 3.9886 -2.4498 0.11
H 3.0942 4.6888 -3.4104 0.12
H 3.8653 2.3265 -3.8067 0.12
H 3.4921 2.8052 -0.9545 0.09
H 4.7999 3.6648 -1.7568 0.13
H 5.7688 1.5603 -2.5312 0.13
H 4.4711 0.5754 -1.7739 0.09
H 7.5257 2.4937 -1.0208 0.08
H 7.4134 0.7971 -1.1749 0.08
H 7.5990 1.4632 0.3878 0.09
```

Output
ΔE to the lowest compared entry with this formula, charge and spin ... 122.8 kcal per mole
Orbital gap ... 8.205 eV
Molecular weight ... 1827.7 g/mol
Total charge ... 0
Spin multiplicity ... 1
E_tot ... -5922.0438 Eh
E_HOMO ... -7.72 eV